# 1
{"formula": "C4H12", "method": "ωB97M-V with the def2-TZVPD basis set", "homo_ev": -11.37, "gap_ev": 12.424, "relative_energy_ev": 0.5884, "species": ["H", "H", "C", "H", "H", "H", "H", "H", "H", "H", "H", "H", "C", "C", "H", "C"], "positions_angstrom": [[0.62322, 2.15478, 1.87995], [2.70248, -0.13000, 1.41426], [2.44457, 0.94268, 1.32460], [-0.46804, -0.89849, -2.45859], [-0.30509, -0.93834, -0.81302], [-1.02317, -2.35101, -1.53305], [0.14234, 0.75453, 1.16147], [-2.92208, -1.16792, -0.66683], [0.94808, 0.55096, 2.69398], [-3.02376, -1.01302, -2.48478], [-2.37367, 0.32593, -1.60410], [2.72964, 1.32327, 0.36363], [0.98298, 1.12337, 1.74561], [-0.99720, -1.25940, -1.58251], [3.00938, 1.36970, 2.13621], [-2.46966, -0.78706, -1.57684]], "atomic_forces_ev_per_a": [[0.785, -0.053, 0.417], [-0.170, 0.383, -0.513], [-0.769, -1.023, 0.613], [-0.152, -0.376, -0.576], [-0.625, 0.338, 0.827], [0.480, 0.003, -0.335], [0.514, -0.709, -0.685], [-0.529, 0.299, -0.110], [-0.515, 0.693, -0.182], [0.090, -0.577, 0.115], [-0.714, -0.625, 0.531], [0.165, 0.268, -0.392], [-0.585, -0.159, 0.775], [-0.360, -0.806, -0.714], [0.564, 0.596, -0.041], [1.821, 1.749, 0.269]]}


# 2
{"formula": "C4H12", "method": "ωB97M-V with the def2-TZVPD basis set", "homo_ev": -11.53, "gap_ev": 12.699, "relative_energy_ev": 0.4716, "species": ["H", "C", "H", "H", "H", "C", "H", "H", "H", "H", "H", "C", "H", "H", "C", "H"], "positions_angstrom": [[0.84656, -1.40551, 2.57692], [-0.67022, 1.11431, -1.04836], [1.71078, -0.00680, -0.06103], [0.21053, 1.04038, -1.67190], [-2.11813, -0.52263, -0.73195], [1.14152, -0.55906, 1.96767], [-1.77368, -0.28000, -2.34118], [-0.93644, 2.17638, -1.02827], [-2.84483, 0.88387, -1.48810], [0.57392, -1.32854, -0.01788], [-0.39817, 0.76665, -0.06498], [-1.92786, 0.30591, -1.42166], [2.01996, -0.01758, 2.31851], [2.33316, -1.49686, 0.38457], [1.42436, -0.88484, 0.50658], [0.40970, 0.26661, 1.95330]], "atomic_forces_ev_per_a": [[0.026, 0.110, 0.119], [-1.089, 0.395, 0.380], [-0.242, 0.446, 0.100], [-0.088, -0.409, -0.432], [0.040, 0.368, 0.401], [0.146, 1.605, -1.103], [-0.231, 0.609, -0.158], [0.204, -0.117, 0.259], [0.087, 0.131, -0.136], [0.196, -0.179, 0.103], [0.319, 0.491, 0.356], [0.558, -1.287, -0.765], [0.199, -0.533, 0.614], [-0.551, -0.363, 0.187], [0.765, -0.596, -0.346], [-0.339, -0.671, 0.421]]}


# 3
{"formula": "C4H12", "method": "ωB97M-V with the def2-TZVPD basis set", "homo_ev": -11.54, "gap_ev": 12.705, "relative_energy_ev": 0.4854, "species": ["C", "H", "H", "H", "H", "H", "C", "H", "H", "C", "H", "H", "H", "H", "H", "C"], "positions_angstrom": [[1.39883, 0.14481, -1.64142], [0.96982, -1.93644, -1.66473], [-0.36314, -1.00573, -1.02836], [-2.04810, 1.15002, 1.06377], [-2.18918, 0.51505, 2.70366], [2.38994, -0.30240, -1.60822], [-1.72006, 0.36135, 1.74214], [0.13175, 1.53338, 1.73521], [0.23213, 0.00285, 0.90871], [0.39189, -1.03121, -1.81901], [-2.03521, -0.57453, 1.28695], [-0.11098, -1.04174, -2.78100], [0.49187, 0.14471, 2.55245], [1.41289, 0.82580, -2.48998], [1.25282, 0.71934, -0.74140], [-0.20529, 0.49473, 1.78122]], "atomic_forces_ev_per_a": [[0.002, -0.703, -0.773], [-0.288, -0.370, -0.244], [-0.075, -0.018, -0.200], [-0.307, -0.027, 0.091], [-0.212, -0.076, 0.190], [0.207, 0.245, 0.139], [0.530, 0.277, -0.107], [-0.384, 0.187, -0.293], [-0.196, 0.206, -0.170], [0.417, 0.688, 0.806], [-0.041, -0.173, 0.290], [0.079, -0.045, -0.068], [-1.123, -0.594, 0.666], [-0.180, 0.088, -0.009], [-0.117, 0.136, 0.233], [1.687, 0.181, -0.551]]}


| no. | energy (Ha) |
| --- | --- |
| 1 | -159.56335 |
| 2 | -159.56764 |
| 3 | -159.56713 |